Computed, not measured: a 2-piece molecular cluster, C3H4OSi overall, with ωB97M-V with the def2-TZVPD basis set.

HOMO level (alpha / beta)	-6.618 / -11.004	eV
gap between HOMO and LUMO (alpha / beta)	6.06 / 9.32	eV
energy relative to the best compared isomer or geometry (same formula, charge and spin)	37.4	kcal per mole
electronic energy	-481.1887	hartree

Geometry as ORCA input:
```
! wB97M-V def2-TZVPD RIJCOSX def2/J DEFGRID3
* xyz 0 3
C -0.704 -2.746 0.287
C -0.521 -2.332 -0.845
C -0.262 -1.363 -1.816
O -0.013 -1.506 -2.995
Si 0.350 1.022 -0.431
H -0.691 -3.103 1.266
H -0.988 0.691 0.240
H 1.546 1.322 0.521
H 0.441 1.540 -1.831
*
```



Computed, not measured: C11H14NO6Re as an isolated structure, with ωB97M-V with the def2-TZVPD basis set.

HOMO level (alpha / beta)	-20.585 / -20.710	eV
gap between HOMO and LUMO (alpha / beta)	8.01 / 7.92	eV
energy relative to the best compared isomer or geometry (same formula, charge and spin)	1.8	kcal per mole
electronic energy	-1010.9043	hartree

Geometry as ORCA input:
```
! wB97M-V def2-TZVPD RIJCOSX def2/J DEFGRID3
* xyz 3 2
Re -0.286 0.013 0.271
O 3.299 1.993 0.815
C 2.083 1.671 0.655
O 1.675 0.478 0.506
C 1.052 2.722 0.582
C 1.199 4.097 0.605
C 0.052 4.874 0.412
C -1.174 4.262 0.163
C -1.216 2.875 0.154
N -0.138 2.139 0.389
C -2.408 2.037 -0.183
O -3.520 2.258 -0.387
O -1.871 0.617 -0.281
H 3.943 1.253 0.811
H 2.171 4.550 0.755
H 0.124 5.955 0.428
H -2.071 4.838 -0.033
C -0.766 0.115 3.354
O -0.255 -0.649 2.190
C -0.197 -2.123 2.366
C -0.888 -2.737 1.187
O -0.407 -1.963 0.017
C -0.381 -2.725 -1.267
H -0.206 -0.214 4.226
H -1.830 -0.084 3.457
H -0.568 1.161 3.147
H -0.686 -2.380 3.304
H 0.861 -2.377 2.411
H -1.974 -2.651 1.206
H -0.595 -3.779 1.059
H 0.340 -3.530 -1.148
H -0.071 -2.023 -2.035
H -1.388 -3.094 -1.445
*
```



Computed, not measured: an isolated molecule of C17H26N4O3, with ωB97M-V with the def2-TZVPD basis set.

SMILES	CN1CCCC[C@@H]1C(=O)N(CCC(=O)NCc1ncco1)C1CC1
HOMO level	-8.795	eV
gap between HOMO and LUMO	9.61	eV
energy relative to the best compared isomer or geometry (same formula, charge and spin)	50.1	kcal per mole
electronic energy	-1108.1198	hartree

Geometry as ORCA input:
```
! wB97M-V def2-TZVPD RIJCOSX def2/J DEFGRID3
* xyz 0 1
C -1.636 -1.156 2.945
N -2.335 -1.347 1.687
C -3.736 -1.666 1.931
C -4.472 -1.982 0.640
C -4.364 -0.811 -0.329
C -2.900 -0.439 -0.518
C -2.227 -0.168 0.828
C -0.748 0.134 0.593
O -0.018 -0.732 0.137
N -0.224 1.334 1.012
C 1.234 1.402 0.948
C 1.776 1.595 -0.477
C 3.209 1.118 -0.525
O 4.164 1.854 -0.365
N 3.321 -0.230 -0.692
C 4.600 -0.903 -0.673
C 4.933 -1.534 -1.983
N 5.136 -2.782 -2.230
C 5.419 -2.825 -3.591
C 5.349 -1.579 -4.090
O 5.039 -0.732 -3.065
C -0.855 2.628 1.059
C -0.983 3.478 -0.183
C -2.208 2.949 0.495
H -0.568 -1.027 2.772
H -2.009 -0.281 3.506
H -1.769 -2.040 3.567
H -3.770 -2.524 2.605
H -4.243 -0.828 2.449
H -4.026 -2.873 0.191
H -5.516 -2.210 0.860
H -4.821 -1.056 -1.290
H -4.911 0.048 0.075
H -2.353 -1.259 -0.989
H -2.799 0.431 -1.172
H -2.705 0.684 1.333
H 1.569 2.212 1.596
H 1.616 0.465 1.352
H 1.169 0.995 -1.154
H 1.742 2.638 -0.783
H 2.474 -0.776 -0.741
H 5.345 -0.149 -0.421
H 4.623 -1.690 0.079
H 5.639 -3.748 -4.099
H 5.480 -1.141 -5.062
H -0.603 3.166 1.966
H -0.741 4.529 -0.113
H -0.713 3.004 -1.117
H -2.764 2.195 -0.036
H -2.819 3.628 1.073
*
```



Computed, not measured: a 3-piece molecular cluster, C17H32Br2N2O2 overall, with ωB97M-V with the def2-TZVPD basis set.

SMILES	CCCC[C@](C#N)(C[C@@H](C)Br)[C@@H](Br)C#N.CC(C)O.CC(C)O
HOMO level	-10.178	eV
gap between HOMO and LUMO	10.46	eV
electronic energy	-6074.9411	hartree

Geometry as ORCA input:
```
! wB97M-V def2-TZVPD RIJCOSX def2/J DEFGRID3
* xyz 0 1
C 1.004 5.214 -2.739
C 0.028 4.165 -2.187
C -0.241 4.286 -0.670
C -0.178 2.955 0.091
C 1.216 2.257 0.156
C 2.288 3.240 -0.060
N 3.110 4.017 -0.250
C 1.314 1.087 -0.880
C 2.308 1.297 -2.033
C 3.741 0.839 -1.749
Br 1.602 0.280 -3.578
C 1.385 1.660 1.586
Br 3.176 0.933 1.899
C 1.124 2.620 2.657
N 0.856 3.349 3.499
H 0.945 6.133 -2.154
H 2.036 4.862 -2.726
H 0.757 5.469 -3.772
H -0.925 4.275 -2.711
H 0.370 3.155 -2.426
H -1.263 4.651 -0.532
H 0.411 5.028 -0.203
H -0.904 2.283 -0.376
H -0.549 3.148 1.101
H 1.613 0.171 -0.362
H 0.325 0.894 -1.292
H 2.298 2.326 -2.382
H 4.188 0.405 -2.643
H 3.750 0.073 -0.974
H 4.360 1.683 -1.446
H 0.717 0.807 1.697
C -1.637 -1.774 0.625
C -2.081 -0.330 0.466
C -3.415 -0.062 1.143
O -2.131 0.044 -0.910
H -2.361 -2.448 0.160
H -0.676 -1.942 0.138
H -1.543 -2.047 1.677
H -1.324 0.328 0.902
H -4.195 -0.682 0.693
H -3.704 0.983 1.022
H -3.371 -0.290 2.209
H -2.797 -0.498 -1.347
C -0.910 -6.166 2.869
C -1.117 -5.726 1.429
C -1.424 -6.901 0.514
O 0.022 -5.006 0.956
H -0.061 -6.851 2.936
H -0.699 -5.306 3.506
H -1.792 -6.679 3.257
H -1.939 -5.008 1.385
H -0.588 -7.607 0.514
H -1.575 -6.559 -0.510
H -2.318 -7.433 0.841
H 0.776 -5.605 0.981
*
```



Computed, not measured: C3H8N3 as an isolated structure, with ωB97M-V with the def2-TZVPD basis set.

HOMO level (alpha / beta)	-12.592 / -12.495	eV
gap between HOMO and LUMO (alpha / beta)	8.33 / 8.28	eV
energy relative to the best compared isomer or geometry (same formula, charge and spin)	122.3	kcal per mole
electronic energy	-282.9689	hartree

Geometry as ORCA input:
```
! wB97M-V def2-TZVPD RIJCOSX def2/J DEFGRID3
* xyz 1 1
C -1.372 -0.598 0.701
C -0.073 -0.251 0.050
C -0.057 0.860 -1.018
N -1.239 -1.821 0.031
N -0.035 -1.637 -0.533
N 0.925 0.012 1.161
H -2.112 -0.241 1.434
H -1.621 -2.856 -0.203
H -0.776 0.570 -1.700
H 1.003 0.755 -1.385
H -0.140 1.883 -0.614
H 0.852 -0.744 1.802
H 0.689 0.964 1.526
H 1.943 -0.029 0.872
*
```



Computed, not measured: an isolated molecule of C2H5N3S, with ωB97M-V with the def2-TZVPD basis set.

SMILES	C=NS/C=N/N
HOMO level	-8.090	eV
gap between HOMO and LUMO	8.85	eV
energy relative to the best compared isomer or geometry (same formula, charge and spin)	89.7	kcal per mole
electronic energy	-641.5411	hartree

Geometry as ORCA input:
```
! wB97M-V def2-TZVPD RIJCOSX def2/J DEFGRID3
* xyz 0 1
C -0.205 -1.175 -0.022
C 1.831 1.284 0.028
H -2.690 -0.911 -0.199
H -2.636 0.721 0.265
H -0.669 -2.092 -0.379
H 2.581 2.047 -0.179
H 0.739 1.489 0.614
N -2.078 0.012 -0.124
N -0.728 -0.027 0.141
N 2.275 0.066 -0.231
S 1.577 -1.414 0.087
*
```



Computed, not measured: an isolated ion of composition C7H14NO2S and charge +1, with ωB97M-V with the def2-TZVPD basis set.

SMILES	CCC[C@]([NH3+])(S)C(=O)[C@H]1CO1
HOMO level	-13.809	eV
gap between HOMO and LUMO	10.33	eV
energy relative to the best compared isomer or geometry (same formula, charge and spin)	41.0	kcal per mole
electronic energy	-878.1880	hartree

Geometry as ORCA input:
```
! wB97M-V def2-TZVPD RIJCOSX def2/J DEFGRID3
* xyz 1 1
C -1.356 -0.013 -0.568
C -3.174 -1.599 0.547
C -1.928 -0.766 0.672
C 2.805 -1.218 0.400
C 1.832 -0.407 -0.415
C 0.817 0.321 0.449
C -0.314 1.075 -0.152
N 0.180 1.849 -1.418
O -1.641 -0.250 -1.693
O -1.908 -2.155 0.455
S -1.210 2.322 0.873
H -3.663 -1.764 1.455
H -3.672 -1.734 -0.377
H -1.622 -0.445 1.574
H 2.144 -2.015 0.798
H 3.681 -1.607 -0.226
H 3.367 -0.802 1.177
H 2.237 0.434 -0.929
H 1.245 -0.980 -1.119
H 1.129 1.111 1.179
H 0.500 -0.455 1.211
H 0.055 2.941 -1.253
H -0.549 1.688 -2.080
H 1.108 1.557 -1.844
H -0.064 2.913 1.284
*
```



Computed, not measured: an isolated molecule of C4H6S2Si, with ωB97M-V with the def2-TZVPD basis set.

SMILES	[SiH3]C1=CC=CSS1
HOMO level	-7.842	eV
gap between HOMO and LUMO	7.64	eV
energy relative to the best compared isomer or geometry (same formula, charge and spin)	0.0	kcal per mole
electronic energy	-1241.8012	hartree

Geometry as ORCA input:
```
! wB97M-V def2-TZVPD RIJCOSX def2/J DEFGRID3
* xyz 0 1
C -0.931 1.605 -0.057
C 0.293 0.886 -0.227
C -2.097 1.057 0.164
C 0.435 -0.364 0.215
Si 1.913 -1.616 -0.067
S -2.630 -0.538 -0.126
S -0.909 -1.214 0.785
H -0.856 2.722 0.072
H 1.045 1.535 -0.604
H -2.967 1.769 0.257
H 1.739 -2.349 -1.453
H 1.794 -2.563 1.131
H 3.169 -0.928 -0.090
*
```



Computed, not measured: C32H32BrN3Sc as an isolated structure, with ωB97M-V with the def2-TZVPD basis set.

HOMO level	-4.401	eV
gap between HOMO and LUMO	7.11	eV
energy relative to the best compared isomer or geometry (same formula, charge and spin)	0.0	kcal per mole
electronic energy	-4737.7455	hartree

Geometry as ORCA input:
```
! wB97M-V def2-TZVPD RIJCOSX def2/J DEFGRID3
* xyz -1 1
Sc 0.264 0.162 -0.395
Br 2.543 -0.615 -1.446
C 0.624 2.345 -0.176
C 0.499 3.560 0.389
C -0.431 4.612 0.015
C -1.665 4.420 -0.501
C -2.267 3.126 -0.772
C -3.647 2.928 -0.634
C -4.177 1.649 -0.662
C -3.338 0.535 -0.757
C -1.964 0.663 -0.959
C -1.509 1.984 -1.075
H 1.073 3.751 1.294
H -0.178 5.628 0.309
H -2.312 5.288 -0.602
H -4.296 3.778 -0.453
H -5.248 1.520 -0.544
H -3.792 -0.451 -0.658
C 0.045 1.298 -3.724
C 0.296 2.495 -2.801
C 1.779 2.847 -2.781
C -0.492 3.689 -3.351
N -0.118 2.092 -1.427
H 0.264 1.569 -4.760
H -1.002 0.992 -3.663
H 0.685 0.459 -3.446
H 2.106 3.054 -3.803
H 2.375 2.026 -2.382
H 1.958 3.731 -2.170
H -0.173 3.869 -4.380
H -0.311 4.590 -2.770
H -1.564 3.487 -3.358
C -2.190 -3.530 3.286
C -0.930 -3.274 3.813
C -0.130 -2.256 3.320
C -0.559 -1.447 2.247
C -1.867 -1.681 1.766
C -2.651 -2.705 2.264
N 0.215 -0.487 1.647
C 1.384 -0.070 2.341
C 1.339 1.068 3.145
C 2.479 1.523 3.788
C 3.684 0.850 3.636
C 3.739 -0.282 2.834
C 2.598 -0.739 2.190
H -2.805 -4.332 3.674
H -0.554 -3.885 4.626
H 0.851 -2.094 3.747
H -2.261 -1.006 1.014
H -3.647 -2.849 1.859
H 0.397 1.596 3.233
H 2.431 2.415 4.402
H 4.578 1.212 4.130
H 4.677 -0.804 2.694
H 2.636 -1.606 1.542
N -0.491 -2.086 -1.134
C 0.275 -3.280 -1.083
C 1.006 -3.692 -2.191
C 1.790 -4.831 -2.121
C 1.856 -5.569 -0.947
C 1.126 -5.152 0.158
C 0.337 -4.014 0.097
H -1.314 -2.136 -0.541
H -0.798 -1.854 -2.072
H 0.983 -3.096 -3.095
H 2.365 -5.135 -2.987
H 2.476 -6.454 -0.891
H 1.172 -5.713 1.084
H -0.224 -3.688 0.965
*
```



Computed, not measured: a 2-piece molecular cluster, C14H16O2 overall, with ωB97M-V with the def2-TZVPD basis set.

HOMO level (alpha / beta)	0.299 / -3.563	eV
gap between HOMO and LUMO (alpha / beta)	2.63 / 6.48	eV
energy relative to the best compared isomer or geometry (same formula, charge and spin)	23.6	kcal per mole
electronic energy	-693.4647	hartree

Geometry as ORCA input:
```
! wB97M-V def2-TZVPD RIJCOSX def2/J DEFGRID3
* xyz -1 2
C 1.194 1.301 1.249
C -1.224 2.319 -1.479
C -0.063 1.854 -0.827
C -2.417 2.243 -0.791
C -0.062 1.765 0.542
C -2.445 2.001 0.592
C -1.269 1.622 1.251
O -3.597 2.794 -1.258
H -1.131 2.707 -2.487
H 0.858 1.703 -1.379
H -3.470 3.337 -2.054
H -3.346 2.191 1.160
H 1.317 1.639 2.279
H 2.043 1.618 0.631
H -1.280 1.115 2.207
H 1.183 0.199 1.302
C -0.822 -2.318 2.154
C 1.572 -1.994 1.397
C 0.227 -2.129 1.074
C 2.581 -1.849 0.408
C -0.177 -2.015 -0.263
C 2.187 -1.709 -0.970
C 0.881 -1.914 -1.268
O 3.248 -1.686 -1.895
H 1.798 -1.997 2.468
H 3.624 -1.828 0.714
H -0.397 -2.968 2.938
H -1.652 -2.911 1.762
H -1.027 -2.542 -0.687
H 0.586 -1.668 -2.292
H 3.695 -2.518 -1.698
H -1.044 -1.349 2.585
*
```



Computed, not measured: C30H28Cl4CoN4O2PS2 as an isolated structure, with ωB97M-V with the def2-TZVPD basis set.

HOMO level	-6.929	eV
gap between HOMO and LUMO	6.72	eV
electronic energy	-5890.8615	hartree

Geometry as ORCA input:
```
! wB97M-V def2-TZVPD RIJCOSX def2/J DEFGRID3
* xyz 0 1
Co -0.364 0.072 0.006
Cl 2.169 3.543 5.039
C 1.913 2.349 3.821
C 2.825 1.310 3.653
Cl 4.222 1.192 4.660
C 2.609 0.349 2.660
Cl 3.708 -0.963 2.419
C 1.491 0.427 1.846
O 1.226 -0.471 0.894
C 0.547 1.486 2.016
O -0.498 1.507 1.209
C 0.779 2.438 3.006
Cl -0.364 3.716 3.189
N -1.248 -1.214 1.317
C -1.840 -2.415 0.794
C -2.854 -3.086 1.459
C -3.366 -4.253 0.915
C -2.868 -4.753 -0.281
C -1.864 -4.073 -0.952
C -1.347 -2.896 -0.422
P -0.150 -1.796 -1.239
C 1.488 -2.533 -1.004
C 2.563 -2.106 -1.781
C 3.840 -2.571 -1.512
C 4.055 -3.454 -0.463
C 2.989 -3.878 0.314
C 1.708 -3.419 0.045
C -0.514 -1.980 -3.014
C -1.521 -1.218 -3.607
C -1.839 -1.397 -4.946
C -1.163 -2.342 -5.703
C -0.174 -3.118 -5.115
C 0.149 -2.941 -3.778
H -1.842 -0.731 1.985
H -0.341 -1.399 1.755
H -3.236 -2.700 2.396
H -4.163 -4.775 1.429
H -3.276 -5.664 -0.699
H -1.498 -4.442 -1.903
H 2.405 -1.399 -2.586
H 4.672 -2.232 -2.116
H 5.056 -3.807 -0.249
H 3.152 -4.558 1.140
H 0.882 -3.753 0.661
H -2.082 -0.509 -3.008
H -2.625 -0.802 -5.393
H -1.412 -2.482 -6.747
H 0.351 -3.863 -5.699
H 0.929 -3.544 -3.332
C 0.008 5.801 -2.334
C 0.880 4.765 -3.026
N 1.068 3.554 -2.228
C 0.505 2.352 -2.291
S 1.215 1.153 -1.245
N -0.461 1.986 -3.120
C -1.369 2.775 -3.948
C -0.961 2.790 -5.414
H -0.174 6.639 -3.009
H 0.503 6.189 -1.442
H -0.943 5.372 -2.023
H 1.879 5.168 -3.203
H 0.485 4.493 -3.999
H 1.684 3.643 -1.434
H -0.693 1.008 -3.032
H -1.478 3.767 -3.517
H -2.348 2.306 -3.842
H 0.026 3.230 -5.560
H -1.682 3.363 -5.997
H -0.929 1.774 -5.811
S -2.450 0.587 -0.821
C -2.378 2.254 -1.000
N -2.378 3.391 -1.212
*
```



Computed, not measured: an isolated ion of composition C5H13N2 and charge +1, with ωB97M-V with the def2-TZVPD basis set.

SMILES	C=CC[C@@H]([NH3+])CN
HOMO level	-13.662	eV
gap between HOMO and LUMO	10.48	eV
energy relative to the best compared isomer or geometry (same formula, charge and spin)	43.2	kcal per mole
electronic energy	-307.5528	hartree

Geometry as ORCA input:
```
! wB97M-V def2-TZVPD RIJCOSX def2/J DEFGRID3
* xyz 1 1
N 1.423 -0.511 -0.074
C 0.071 0.061 -0.436
C -0.889 -0.010 0.745
C -0.866 1.236 1.587
C -0.529 1.252 2.867
C -0.398 -0.789 -1.601
N 0.603 -0.664 -2.666
H 2.155 0.217 -0.011
H 1.388 -0.958 0.834
H 1.734 -1.052 -0.885
H 0.189 1.089 -0.769
H -1.915 -0.261 0.463
H -0.556 -0.819 1.408
H -1.143 2.193 1.162
H -0.258 0.366 3.435
H -0.504 2.084 3.557
H -1.412 -0.527 -1.890
H -0.337 -1.841 -1.322
H 0.762 0.274 -3.006
H 0.480 -1.340 -3.399
*
```